Entry from the Open Molecules 2025 dataset: C20H34Al2CaCl4CsF4LiMgN3O11PS as an isolated structure at a distorted geometry (wB97M-V/def2-TZVPD).

CARTESIAN COORDINATES (ANGSTROEM)
O -1.33 0.47 -2.52
N -1.64 -0.38 -3.25
O -1.85 -1.63 -2.56
C -0.70 -2.48 -2.82
Al 0.47 -2.72 -1.20
C 1.83 -1.22 -1.17
C 3.19 -1.56 -1.82
C 4.14 -2.40 -0.96
S 4.58 -1.69 0.62
O 5.24 -0.44 0.48
O 5.55 -2.63 1.22
O 3.36 -1.64 1.61
C -0.53 -2.62 0.57
C 0.14 -3.04 1.74
C -0.53 -2.92 2.97
C -1.82 -2.42 2.96
N -2.52 -2.04 1.88
C -1.85 -2.15 0.73
P 1.52 -4.88 -1.48
O 2.24 -5.38 -0.11
O 0.40 -5.97 -1.77
H -0.99 -3.42 -3.31
H -0.07 -1.97 -3.57
H 1.90 -0.85 -0.14
H 1.35 -0.42 -1.75
H 3.02 -2.06 -2.77
H 3.69 -0.60 -2.03
H 3.81 -3.43 -0.77
H 5.09 -2.48 -1.50
H 3.69 -1.61 2.53
H 1.15 -3.43 1.67
H -0.05 -3.20 3.91
H -2.32 -2.31 3.93
H -2.38 -1.84 -0.17
H 1.71 -6.06 0.33
H -0.23 -5.90 -1.02
Mg 6.94 -2.05 2.58
F 0.49 2.69 -4.68
Al 1.99 2.38 -3.95
F 3.25 2.90 -4.97
F 2.14 0.72 -3.61
F 2.09 3.28 -2.46
Li -2.70 -4.48 1.79
C 9.86 -2.88 6.19
Cl 10.12 -3.55 4.58
Cl 8.22 -2.22 6.33
Cl 10.15 -4.09 7.43
H 10.56 -2.07 6.33
Cl 2.40 -6.64 -2.84
C 2.05 5.92 -1.11
C 1.65 7.17 -0.26
O 0.54 7.14 0.20
O 2.58 8.08 -0.17
H 1.24 5.20 -1.17
H 2.28 6.23 -2.14
H 2.92 5.43 -0.68
N -1.33 6.82 2.88
C -0.45 7.14 3.87
C -1.09 6.96 5.07
C -2.41 6.51 4.78
C -2.52 6.43 3.42
H -1.13 6.87 1.89
H 0.55 7.47 3.64
H -0.65 7.13 6.03
H -3.18 6.27 5.48
H -3.34 6.14 2.79
C -7.74 0.06 -3.17
O -6.44 -0.25 -3.65
C -5.47 -0.33 -2.62
C -5.18 -1.77 -2.23
O -6.31 -2.39 -1.64
C -7.02 -3.22 -2.55
H -8.45 -0.17 -3.96
H -8.00 -0.53 -2.28
H -7.80 1.13 -2.93
H -5.78 0.25 -1.74
H -4.55 0.12 -3.01
H -4.38 -1.77 -1.49
H -4.83 -2.34 -3.10
H -6.49 -4.16 -2.69
H -7.17 -2.73 -3.51
H -8.00 -3.43 -2.11
Cs -2.13 6.26 7.11
Ca 3.27 7.70 -2.14

Gap between HOMO and LUMO (hartree): 0.05468
Charge: +2


Entry from the Open Molecules 2025 dataset: a 17-piece molecular cluster, H35O17 overall at a distorted geometry (wB97M-V/def2-TZVPD).

CARTESIAN COORDINATES (ANGSTROEM)
O 2.35 -0.37 -1.67
H 2.35 -1.44 -1.51
H 3.26 0.10 -1.71
O 3.56 1.97 -1.54
H 1.59 -1.06 1.58
H 4.26 2.52 -1.87
O -1.85 0.05 -0.26
H -2.23 -0.53 -0.88
H -2.15 0.91 -0.29
O -2.89 2.43 0.60
H -2.09 2.62 0.88
H -0.30 4.45 -2.21
O -1.05 -2.78 -1.43
H -3.16 0.31 -4.54
O 0.76 2.98 1.74
H 1.48 2.53 2.25
H 0.95 3.91 1.87
O 3.92 1.22 2.44
H 3.52 0.66 1.83
H 4.64 0.95 3.00
O -2.83 -0.42 -3.96
H -0.61 -3.59 -1.35
H -2.85 -1.24 -4.49
O -3.66 0.57 2.99
H -0.01 -0.11 0.18
H -4.25 1.21 2.40
O -1.04 -0.26 2.68
H -1.48 -0.09 1.84
H -1.05 0.67 2.97
O -1.48 -3.14 3.06
H -1.25 -3.46 3.93
H -1.84 -2.19 2.88
O 1.90 -0.13 1.43
H -0.28 -1.52 -0.47
H 1.52 0.44 2.10
O 0.27 1.49 -3.70
H -0.49 0.95 -3.61
H 1.05 1.14 -3.42
O 2.07 -2.95 -1.21
H 1.28 -3.01 -1.80
H 1.74 -0.39 -0.77
O -0.60 3.69 -1.73
H -0.38 2.98 -2.41
H 2.90 2.57 -1.10
O 0.33 -0.81 -0.35
H -3.39 3.25 0.73
H 1.51 -2.79 -0.41
O 0.60 -3.44 1.37
H 0.85 -4.35 1.47
H -0.10 -3.31 1.79
H -1.99 -3.01 -1.84
H -3.37 -0.21 2.54

Gap between HOMO and LUMO (hartree): 0.38637
Charge: +1


Entry from the Open Molecules 2025 dataset: a 2-piece molecular cluster, C11H11NO2S overall at a distorted geometry (wB97M-V/def2-TZVPD).

CARTESIAN COORDINATES (ANGSTROEM)
C -1.56 1.99 -0.50
C 4.40 0.33 0.90
C 3.32 0.52 1.67
C 4.29 0.14 -0.47
C 2.01 0.37 1.15
C 3.05 -0.19 -0.97
C 1.88 -0.02 -0.16
C -2.32 0.94 -0.61
C -3.18 0.02 -0.25
C -3.30 -1.30 -0.78
C -4.12 0.28 0.90
N -0.84 2.95 -0.47
O 0.73 -0.88 -2.41
O 0.10 -1.93 -0.28
S 0.39 -0.75 -1.01
H 5.36 0.26 1.34
H 3.30 0.59 2.73
H 5.22 0.18 -1.05
H 1.26 0.79 1.85
H 2.97 -0.30 -2.11
H -4.10 -1.84 -0.39
H -2.36 -1.71 -0.59
H -3.34 -1.34 -1.86
H -4.39 -0.69 1.32
H -5.04 0.63 0.47
H -3.73 0.94 1.57

Gap between HOMO and LUMO (alpha / beta) (hartree): 0.29762 / 0.25711


Looking at relative energy (zero: lowest compared OMol25 entry of this formula, charge and spin) for the records above, in order, we have 129.3; 485.7; 691.4 kJ/mol.